Entry 1:
C38H40CrN6O5S | ωB97M-V/def2-TZVPD

Structure (ORCA input):
```
! RIJCOSX wB97M-V def2-TZVPD def2/J DEFGRID3
* xyz 0 5
Cr -0.92 -0.55 -0.09
C -1.49 -1.85 4.24
C -1.25 -2.40 2.85
C -2.25 -2.27 1.88
C -3.54 -1.55 2.23
C -2.07 -2.84 0.61
C -3.21 -2.97 -0.38
C -0.85 -3.48 0.31
C -0.65 -4.16 -1.02
C 0.15 -3.60 1.29
C 1.40 -4.37 0.92
C -0.05 -3.04 2.55
C 1.04 -3.07 3.60
H -0.91 -2.38 4.99
H -2.53 -1.92 4.53
H -1.21 -0.79 4.30
H -4.25 -2.23 2.72
H -4.01 -1.14 1.35
H -3.35 -0.73 2.92
H -3.40 -4.03 -0.55
H -2.98 -2.51 -1.34
H -4.13 -2.53 0.00
H -0.80 -5.24 -0.92
H 0.36 -4.01 -1.39
H -1.34 -3.79 -1.77
H 2.05 -4.54 1.77
H 1.97 -3.85 0.14
H 1.13 -5.35 0.52
H 0.88 -3.86 4.33
H 1.08 -2.12 4.14
H 2.03 -3.22 3.16
C -4.82 0.86 -1.23
C -3.35 0.97 -0.93
O -2.81 -0.07 -0.48
C -2.64 2.20 -1.13
C -3.35 3.36 -1.53
C -2.74 4.57 -1.67
C -1.35 4.66 -1.42
C -0.63 3.56 -1.04
C -1.24 2.29 -0.89
O -0.49 1.31 -0.53
H -5.13 -0.18 -1.12
H -5.05 1.21 -2.24
H -5.40 1.48 -0.53
H -4.42 3.29 -1.71
H -3.30 5.45 -1.97
H -0.85 5.61 -1.53
H 0.43 3.62 -0.86
O -1.20 -1.39 -2.58
C 0.03 -1.35 -2.61
N 0.79 -1.24 -1.50
S 2.37 -1.18 -1.84
O 3.05 -2.33 -1.30
O 2.94 0.11 -1.51
C 2.19 -1.32 -3.59
C 3.15 -1.35 -4.58
C 2.71 -1.45 -5.89
C 1.35 -1.52 -6.19
C 0.39 -1.49 -5.18
C 0.84 -1.39 -3.87
H 4.20 -1.29 -4.34
H 3.43 -1.47 -6.70
H 1.03 -1.59 -7.22
H -0.67 -1.54 -5.39
C -0.46 1.75 2.44
C 0.68 0.82 2.20
N 0.64 -0.30 1.51
C 1.91 -0.83 1.54
C 2.73 -0.01 2.23
N 1.93 1.05 2.65
C 2.42 2.24 3.30
N 2.25 3.40 2.46
N 1.78 4.54 3.00
N 1.79 5.46 2.12
C 2.28 4.94 0.94
C 2.48 5.54 -0.31
C 2.98 4.74 -1.31
C 3.26 3.37 -1.10
C 3.07 2.77 0.12
C 2.59 3.60 1.15
H -1.39 1.27 2.14
H -0.35 2.67 1.86
H -0.53 2.02 3.50
H 2.16 -1.75 1.04
H 3.78 -0.05 2.45
H 3.47 2.07 3.52
H 1.89 2.45 4.22
H 2.25 6.58 -0.47
H 3.15 5.16 -2.29
H 3.61 2.76 -1.92
H 3.25 1.71 0.25
*
```

Its energy is -98493.1298 eV. As for the expectation value of S²: 6.01. The HOMO-LUMO gap (spin up / spin down) is 0.2875 / 0.3008 hartree.

Löwdin population analysis, charges in e, atoms 1 to 5:
1. Cr 0.829
2. C -0.034
3. C -0.192
4. C -0.196
5. C -0.038

=====

Entry 2:
C38H40F10O2P | ωB97M-V/def2-TZVPD

Structure (ORCA input):
```
! RIJCOSX wB97M-V def2-TZVPD def2/J DEFGRID3
* xyz -1 1
F -1.68 -1.20 -1.72
C -1.93 0.02 -2.33
O -1.60 -0.02 -3.64
P -1.43 1.64 -4.27
O -1.40 2.21 -2.59
C -1.12 1.16 -1.71
C 0.36 0.81 -1.56
C 1.14 1.65 -0.54
C 1.07 3.14 -0.76
F -0.10 3.69 -0.39
F 1.27 3.42 -2.07
C 2.17 3.94 0.00
F 2.36 5.13 -0.61
F 3.34 3.28 -0.03
C 1.82 4.20 1.50
F 0.95 3.28 1.97
F 2.96 4.10 2.24
C 1.25 5.61 1.81
F 0.11 5.85 1.15
F 1.00 5.65 3.15
F 2.17 6.56 1.53
H -2.98 0.29 -2.19
H -1.11 2.98 -4.72
H -0.01 1.36 -4.31
H -1.51 1.22 -5.66
H -2.86 1.87 -4.30
H -1.55 1.41 -0.74
H 0.39 -0.21 -1.19
H 0.86 0.81 -2.51
H 2.18 1.36 -0.63
H 0.82 1.40 0.46
C -3.37 -1.09 3.56
C -3.50 -1.63 2.29
C -2.55 -1.35 1.31
C -1.47 -0.53 1.61
C -1.33 0.01 2.89
C -2.29 -0.27 3.86
H -4.11 -1.30 4.32
H -4.33 -2.27 2.05
H -2.65 -1.76 0.32
H -0.73 -0.32 0.85
H -0.49 0.64 3.12
H -2.19 0.16 4.85
C -0.01 5.19 -6.65
C -1.23 4.84 -7.20
C -1.45 5.01 -8.56
C -0.45 5.54 -9.37
C 0.77 5.90 -8.82
C 0.99 5.72 -7.46
H 0.16 5.05 -5.59
H -2.00 4.42 -6.57
H -2.40 4.74 -8.99
H -0.62 5.67 -10.43
H 1.55 6.30 -9.44
H 1.94 6.00 -7.02
C 1.25 -2.95 0.39
C 1.94 -4.08 -0.05
C 3.09 -4.48 0.61
C 3.56 -3.77 1.70
C 2.87 -2.65 2.14
C 1.72 -2.24 1.49
H 0.35 -2.63 -0.12
H 1.57 -4.63 -0.90
H 3.63 -5.36 0.26
H 4.46 -4.09 2.21
H 3.23 -2.09 3.00
H 1.18 -1.37 1.83
C -4.79 -5.44 -1.00
C -3.66 -4.63 -1.06
C -2.69 -4.73 -0.08
C -2.84 -5.62 0.97
C -3.97 -6.43 1.03
C -4.95 -6.34 0.05
H -5.55 -5.36 -1.76
H -3.54 -3.93 -1.87
H -1.82 -4.09 -0.12
H -2.08 -5.69 1.74
H -4.09 -7.13 1.85
H -5.83 -6.96 0.10
C 3.53 -2.63 6.02
C 4.30 -3.15 7.06
C 4.25 -2.56 8.31
C 3.43 -1.47 8.54
C 2.66 -0.95 7.50
C 2.72 -1.53 6.24
H 3.57 -3.08 5.04
H 4.94 -4.00 6.88
H 4.86 -2.96 9.12
H 3.39 -1.01 9.52
H 2.02 -0.10 7.68
H 2.12 -1.13 5.44
*
```

Its energy is -80614.2019 eV. The HOMO-LUMO gap is 0.2397 hartree.

Löwdin population analysis, charges in e, atoms 1 to 5:
1. F -0.015
2. C -0.471
3. O -0.267
4. P 0.438
5. O -0.328

=====

Entry 3:
C38H41BCl2N2O3PW | ωB97M-V/def2-TZVPD

Structure (ORCA input):
```
! RIJCOSX wB97M-V def2-TZVPD def2/J DEFGRID3
* xyz 1 3
W 1.13 0.84 -0.56
C -1.50 -1.21 4.90
C -2.52 -0.94 4.00
C -2.27 -0.21 2.84
C -0.98 0.26 2.57
C 0.03 -0.01 3.49
C -0.22 -0.73 4.64
P -0.53 1.27 1.11
C -2.13 1.70 0.35
C -2.57 3.02 0.22
C -3.75 3.30 -0.45
C -4.52 2.27 -0.98
C -4.08 0.96 -0.86
C -2.89 0.68 -0.21
C 0.11 2.77 1.90
C -0.57 3.45 2.88
C 0.01 4.57 3.50
C 1.28 4.97 3.15
C 2.01 4.26 2.16
C 3.34 4.62 1.83
C 4.03 3.89 0.92
C 3.43 2.79 0.26
C 2.12 2.40 0.51
C 1.41 3.16 1.51
H -1.70 -1.77 5.80
H -3.53 -1.28 4.20
H -3.09 0.02 2.17
H 1.02 0.40 3.32
H 0.58 -0.92 5.35
H -1.99 3.83 0.64
H -4.08 4.33 -0.54
H -5.45 2.49 -1.49
H -4.68 0.15 -1.28
H -2.55 -0.35 -0.13
H -1.55 3.12 3.20
H -0.53 5.11 4.26
H 1.74 5.82 3.63
H 3.80 5.47 2.33
H 5.06 4.15 0.67
H 4.04 2.24 -0.44
Cl 2.71 1.25 -2.63
C 1.88 2.81 -2.89
Cl 0.27 2.66 -2.12
H 1.77 3.01 -3.95
H 2.43 3.58 -2.36
N 5.42 -4.50 2.61
C 4.77 -3.69 2.14
C 3.94 -2.67 1.55
C 3.76 -1.44 2.18
C 2.95 -0.49 1.59
N 2.33 -0.69 0.41
C 2.53 -1.87 -0.19
C 3.31 -2.88 0.33
H 4.24 -1.23 3.12
H 2.80 0.47 2.06
H 2.05 -2.00 -1.16
H 3.42 -3.81 -0.20
C 0.37 -0.17 -4.51
C -0.56 -0.83 -3.52
C -1.92 -0.15 -3.53
O -0.04 -0.75 -2.13
B -0.58 -1.89 -1.50
O -1.02 -2.82 -2.39
C -0.66 -2.37 -3.71
C -1.74 -2.81 -4.69
C 0.67 -3.02 -4.06
H 0.34 0.91 -4.39
H 0.01 -0.39 -5.52
H 1.39 -0.52 -4.42
H -1.82 0.87 -3.16
H -2.63 -0.68 -2.88
H -2.33 -0.12 -4.54
H -2.72 -2.51 -4.35
H -1.73 -3.90 -4.77
H -1.55 -2.39 -5.68
H 1.47 -2.66 -3.40
H 0.96 -2.80 -5.09
H 0.58 -4.10 -3.95
C -0.38 -3.39 1.79
C -1.01 -3.28 0.43
C -2.53 -3.30 0.50
O -0.57 -2.02 -0.16
H -0.65 -4.34 2.25
H -0.73 -2.59 2.44
H 0.71 -3.34 1.73
H -0.66 -4.09 -0.22
H -2.88 -2.50 1.15
H -2.87 -4.25 0.91
H -2.96 -3.18 -0.49
*
```

Its energy is -86027.6407 eV. As for the expectation value of S²: 2.02. The HOMO-LUMO gap (spin up / spin down) is 0.2373 / 0.2137 hartree.

Löwdin population analysis, charges in e, atoms 1 to 5:
1. W 0.842
2. C -0.075
3. C -0.073
4. C -0.090
5. C -0.326

=====

Among the records above, which one has the highest energy? C38H40F10O2P

=====

What did the second record say?
C38H40F10O2P | ωB97M-V/def2-TZVPD

Structure (ORCA input):
```
! RIJCOSX wB97M-V def2-TZVPD def2/J DEFGRID3
* xyz -1 1
F -1.68 -1.20 -1.72
C -1.93 0.02 -2.33
O -1.60 -0.02 -3.64
P -1.43 1.64 -4.27
O -1.40 2.21 -2.59
C -1.12 1.16 -1.71
C 0.36 0.81 -1.56
C 1.14 1.65 -0.54
C 1.07 3.14 -0.76
F -0.10 3.69 -0.39
F 1.27 3.42 -2.07
C 2.17 3.94 0.00
F 2.36 5.13 -0.61
F 3.34 3.28 -0.03
C 1.82 4.20 1.50
F 0.95 3.28 1.97
F 2.96 4.10 2.24
C 1.25 5.61 1.81
F 0.11 5.85 1.15
F 1.00 5.65 3.15
F 2.17 6.56 1.53
H -2.98 0.29 -2.19
H -1.11 2.98 -4.72
H -0.01 1.36 -4.31
H -1.51 1.22 -5.66
H -2.86 1.87 -4.30
H -1.55 1.41 -0.74
H 0.39 -0.21 -1.19
H 0.86 0.81 -2.51
H 2.18 1.36 -0.63
H 0.82 1.40 0.46
C -3.37 -1.09 3.56
C -3.50 -1.63 2.29
C -2.55 -1.35 1.31
C -1.47 -0.53 1.61
C -1.33 0.01 2.89
C -2.29 -0.27 3.86
H -4.11 -1.30 4.32
H -4.33 -2.27 2.05
H -2.65 -1.76 0.32
H -0.73 -0.32 0.85
H -0.49 0.64 3.12
H -2.19 0.16 4.85
C -0.01 5.19 -6.65
C -1.23 4.84 -7.20
C -1.45 5.01 -8.56
C -0.45 5.54 -9.37
C 0.77 5.90 -8.82
C 0.99 5.72 -7.46
H 0.16 5.05 -5.59
H -2.00 4.42 -6.57
H -2.40 4.74 -8.99
H -0.62 5.67 -10.43
H 1.55 6.30 -9.44
H 1.94 6.00 -7.02
C 1.25 -2.95 0.39
C 1.94 -4.08 -0.05
C 3.09 -4.48 0.61
C 3.56 -3.77 1.70
C 2.87 -2.65 2.14
C 1.72 -2.24 1.49
H 0.35 -2.63 -0.12
H 1.57 -4.63 -0.90
H 3.63 -5.36 0.26
H 4.46 -4.09 2.21
H 3.23 -2.09 3.00
H 1.18 -1.37 1.83
C -4.79 -5.44 -1.00
C -3.66 -4.63 -1.06
C -2.69 -4.73 -0.08
C -2.84 -5.62 0.97
C -3.97 -6.43 1.03
C -4.95 -6.34 0.05
H -5.55 -5.36 -1.76
H -3.54 -3.93 -1.87
H -1.82 -4.09 -0.12
H -2.08 -5.69 1.74
H -4.09 -7.13 1.85
H -5.83 -6.96 0.10
C 3.53 -2.63 6.02
C 4.30 -3.15 7.06
C 4.25 -2.56 8.31
C 3.43 -1.47 8.54
C 2.66 -0.95 7.50
C 2.72 -1.53 6.24
H 3.57 -3.08 5.04
H 4.94 -4.00 6.88
H 4.86 -2.96 9.12
H 3.39 -1.01 9.52
H 2.02 -0.10 7.68
H 2.12 -1.13 5.44
*
```

Its energy is -80614.2019 eV. The HOMO-LUMO gap is 0.2397 hartree.

Löwdin population analysis, charges in e, atoms 1 to 5:
1. F -0.015
2. C -0.471
3. O -0.267
4. P 0.438
5. O -0.328

=====

Look up the energy of the third one. -86027.6407 eV